Density functional theory data (ωB97M-V with the def2-TZVPD basis set) for a 2-piece molecular cluster, C12H20BrI2NO6S2 overall.

CARTESIAN COORDINATES (ANGSTROEM)
C -1.488 -0.963 0.468
C -0.904 0.432 0.708
S 0.902 0.414 0.923
C 1.480 1.660 -0.246
C 1.838 1.141 -1.650
Br 2.365 2.733 -2.685
C 3.090 0.277 -1.514
O 4.168 0.653 -1.153
N 2.778 -1.053 -1.851
C 1.526 -1.109 -2.573
O 0.785 -2.179 -2.076
I 2.027 -1.487 -4.659
C 0.782 0.245 -2.329
C -0.058 0.884 -3.439
C -1.556 0.612 -3.389
C -2.323 1.559 -4.299
I -2.101 -1.403 -3.930
H -0.835 -1.740 0.867
H -1.620 -1.175 -0.595
H -2.457 -1.050 0.959
H -1.132 1.102 -0.122
H -1.334 0.862 1.608
H 0.774 2.487 -0.316
H 2.397 2.062 0.188
H 2.705 -1.636 -1.020
H 0.635 -2.837 -2.762
H 0.071 -0.045 -1.553
H 0.027 1.968 -3.336
H 0.333 0.644 -4.427
H -1.917 0.711 -2.365
H -2.059 2.591 -4.053
H -2.089 1.374 -5.348
H -3.398 1.441 -4.168
O -1.957 -0.166 3.693
S -1.358 0.128 4.947
O -1.745 1.284 5.671
O 0.223 0.083 4.758
C 0.824 -0.851 5.670
C -0.254 -1.904 5.861
O -1.465 -1.131 5.918
H 1.062 -0.338 6.602
H 1.727 -1.235 5.206
H -0.165 -2.451 6.794
H -0.305 -2.593 5.017

**E_LUMO**: 0.0108 Eh
**Multiplicity**: 1
**E**: -134457.2766 eV
**Energy above the lowest of the compared OMol25 structures with the same formula, charge and spin**: 0.00 kJ/mol
**SMILES string**: CCSC[C@@]1(Br)C(=O)N[C@](O)(I)[C@@H]1C[C@@H](C)I.O=S1(=O)OCCO1
**HOMO-LUMO gap**: 9.27 eV

Density functional theory data (ωB97M-V with the def2-TZVPD basis set) for C12H20Cl2O3W as an isolated structure.

CARTESIAN COORDINATES (ANGSTROEM)
C 1.288 0.696 -1.066
C 0.518 -0.477 -1.390
C 0.515 -1.330 -0.240
C -0.019 -0.851 -2.724
C 1.315 -0.724 0.782
C 1.783 0.539 0.289
C 2.631 1.500 1.041
C 1.586 1.834 -1.972
C 0.021 -2.729 -0.221
C 1.645 -1.330 2.098
W -0.562 0.774 0.319
Cl -3.867 -0.951 -2.665
Cl -1.976 1.332 -1.436
O -0.462 0.643 2.286
H -0.097 0.019 -3.379
H -1.019 -1.298 -2.658
H 0.655 -1.576 -3.199
H -0.887 -2.854 -0.823
H -0.195 -3.077 0.795
H 0.803 -3.382 -0.642
H 0.797 -1.887 2.514
H 1.938 -0.565 2.821
H 2.483 -2.030 1.986
H 2.402 1.466 2.114
H 2.472 2.527 0.692
H 3.695 1.257 0.915
H 0.755 2.023 -2.661
H 2.484 1.621 -2.566
H 1.771 2.751 -1.402
H -1.093 0.297 2.913
O -0.052 2.713 0.522
H -0.252 3.093 1.397
C -3.827 0.359 0.956
C -2.558 -0.408 0.780
O -2.336 -1.590 0.888
H -4.061 0.773 -0.035
H -3.654 1.155 1.702
H -4.639 -0.313 1.268

**E_LUMO (alpha / beta)**: -0.0819 / -0.0974 Eh
**Multiplicity**: 1
**E**: -45781.1035 eV
**HOMO-LUMO gap (alpha / beta)**: 4.88 / 4.16 eV

Density functional theory data (ωB97M-V with the def2-TZVPD basis set) for C12H20ClN2S3SbSe4V as an isolated structure.

CARTESIAN COORDINATES (ANGSTROEM)
V -0.280 0.342 -0.648
C 0.435 -1.039 2.552
C 1.643 -1.638 1.854
S 2.032 -0.732 0.331
C 2.410 -2.090 -0.798
C 1.242 -3.033 -1.029
S -0.247 -2.112 -1.488
C -1.495 -2.883 -0.438
C -1.397 -2.614 1.061
S -1.045 -0.882 1.525
H 0.643 -0.013 2.861
H 0.187 -1.607 3.450
H 1.470 -2.683 1.607
H 2.502 -1.603 2.526
H 3.284 -2.625 -0.424
H 2.701 -1.601 -1.727
H 1.037 -3.648 -0.153
H 1.476 -3.704 -1.855
H -1.472 -3.960 -0.614
H -2.434 -2.507 -0.840
H -0.630 -3.232 1.530
H -2.346 -2.871 1.530
Se -1.701 -2.278 -4.862
Sb -0.357 -0.423 -5.425
Se -1.353 1.725 -5.379
Se 1.937 -0.728 -5.968
Se 1.196 0.611 -2.574
N 1.578 2.337 1.173
C 0.269 2.690 1.389
C -0.034 3.683 2.327
C -1.341 4.071 2.494
C -2.330 3.478 1.718
C -1.962 2.492 0.836
N -0.693 2.064 0.684
H 2.266 2.955 1.573
H 1.833 2.058 0.237
H 0.767 4.154 2.881
H -1.590 4.848 3.204
H -3.366 3.770 1.797
H -2.691 1.984 0.221
Cl -2.361 0.178 -1.366
C 0.173 1.986 -1.871
H 0.709 2.802 -1.398
H -0.664 2.277 -2.504

**E_LUMO (alpha / beta)**: -0.0467 / -0.0267 Eh
**Multiplicity**: 2
**E**: -354389.2171 eV
**<S²>**: 0.805
**Energy above the lowest of the compared OMol25 structures with the same formula, charge and spin**: 0.00 kJ/mol
**HOMO-LUMO gap (alpha / beta)**: 5.33 / 5.88 eV

Density functional theory data (ωB97M-V with the def2-TZVPD basis set) for an isolated ion of composition C12H20F3N4 and charge +1.

CARTESIAN COORDINATES (ANGSTROEM)
C -2.731 1.519 2.751
C -2.281 2.365 1.441
C -3.255 2.021 0.223
C -2.733 0.719 -0.575
C -2.153 1.178 -2.026
C -0.606 0.776 -2.050
C 0.377 1.865 -1.418
C 1.724 1.098 -1.003
N 3.056 1.633 -1.007
N 3.833 0.601 -0.604
N 3.143 -0.498 -0.360
C 3.593 -1.856 0.066
C 2.834 -2.407 1.356
C 2.020 -3.738 1.119
F 1.534 -4.389 2.286
C 1.744 -4.360 -0.123
F 0.472 -4.402 -0.680
F 2.773 -4.934 -0.885
N 1.830 -0.262 -0.561
H -2.253 2.051 3.636
H -2.253 0.493 2.635
H -3.857 1.446 2.818
H -1.188 2.061 1.258
H -2.272 3.488 1.633
H -4.271 1.732 0.666
H -3.440 2.876 -0.496
H -1.889 0.272 0.066
H -3.540 -0.076 -0.665
H -2.665 0.531 -2.817
H -2.367 2.264 -2.258
H -0.288 0.628 -3.134
H -0.533 -0.252 -1.544
H 0.613 2.644 -2.225
H -0.044 2.439 -0.536
H 3.551 -2.527 -0.846
H 4.695 -1.758 0.342
H 3.631 -2.643 2.147
H 2.108 -1.633 1.794
H 1.088 -0.964 -0.428

**Net charge**: +1
**E_LUMO**: -0.1677 Eh
**Multiplicity**: 1
**E**: -26866.6582 eV
**SMILES string**: CCCCCCCc1nnn(CCC(F)=C(F)F)[nH+]1
**HOMO-LUMO gap**: 7.77 eV

Density functional theory data (ωB97M-V with the def2-TZVPD basis set) for C12H20FeN4O7P2S as an isolated structure.

CARTESIAN COORDINATES (ANGSTROEM)
Fe -0.077 1.007 -0.428
C -1.512 -2.795 -5.070
C -0.089 -2.609 -4.560
N 0.207 -1.236 -4.186
C -0.142 -0.681 -3.014
S 0.337 0.979 -2.776
N -0.830 -1.446 -2.181
N -1.090 -0.825 -1.008
C -1.899 -1.397 -0.191
C -2.567 -2.698 -0.501
C -2.121 -0.669 1.075
C -2.889 -1.176 2.118
C -3.049 -0.424 3.271
C -2.443 0.817 3.360
C -1.689 1.256 2.283
N -1.532 0.535 1.176
H -1.692 -3.840 -5.328
H -1.690 -2.185 -5.957
H -2.223 -2.500 -4.299
H 0.631 -2.894 -5.327
H 0.082 -3.243 -3.689
H 0.726 -0.649 -4.814
H -2.825 -2.726 -1.558
H -3.465 -2.853 0.092
H -1.881 -3.530 -0.322
H -3.350 -2.149 2.034
H -3.642 -0.808 4.090
H -2.543 1.437 4.240
H -1.179 2.211 2.301
C 3.808 2.251 0.403
C 2.844 2.215 1.586
O 3.568 2.556 2.760
P 2.241 0.509 1.768
O 1.450 0.565 3.141
O 3.491 -0.420 2.104
O 1.479 -0.048 0.617
P 1.474 3.436 1.267
O 0.894 3.620 2.779
O 2.017 4.711 0.776
O 0.412 2.682 0.494
H 4.673 1.617 0.604
H 4.142 3.277 0.267
H 3.314 1.918 -0.513
H 2.927 2.803 3.439
H 0.931 -0.228 3.328
H 3.780 -0.924 1.333
H 0.991 4.552 3.016

**E_LUMO (alpha / beta)**: -0.0116 / -0.0125 Eh
**Multiplicity**: 5
**E**: -96869.5838 eV
**<S²>**: 6.013
**Energy above the lowest of the compared OMol25 structures with the same formula, charge and spin**: 0.00 kJ/mol
**HOMO-LUMO gap (alpha / beta)**: 7.64 / 7.69 eV

Density functional theory data (ωB97M-V with the def2-TZVPD basis set) for C12H20KN2O3 as an isolated structure.

CARTESIAN COORDINATES (ANGSTROEM)
K 0.016 -1.177 -1.411
C 4.557 -1.858 0.027
C 3.316 -1.011 0.012
O 2.528 -1.047 -0.932
N 3.115 -0.208 1.076
C 1.967 0.676 1.194
C 0.840 0.075 2.004
C 0.677 0.410 3.341
C -0.347 -0.177 4.067
C -1.178 -1.081 3.430
C -0.947 -1.351 2.091
N 0.033 -0.792 1.381
H 5.144 -1.624 -0.859
H 4.266 -2.906 -0.038
H 5.170 -1.710 0.914
H 3.783 -0.239 1.827
H 1.617 0.900 0.188
H 2.295 1.608 1.653
H 1.344 1.126 3.802
H -0.494 0.070 5.110
H -1.992 -1.567 3.949
H -1.588 -2.049 1.562
C -3.577 -1.250 -2.570
O -2.617 -0.482 -1.857
C -2.888 0.908 -1.947
C -1.882 1.649 -1.098
O -0.546 1.443 -1.538
C -0.173 2.270 -2.634
H -4.579 -1.092 -2.165
H -3.311 -2.299 -2.459
H -3.576 -0.989 -3.632
H -3.898 1.122 -1.580
H -2.841 1.225 -2.996
H -1.928 1.266 -0.077
H -2.120 2.717 -1.082
H -0.267 3.326 -2.368
H -0.785 2.072 -3.518
H 0.865 2.047 -2.868

**Net charge**: +1
**E_LUMO**: -0.0878 Eh
**Multiplicity**: 1
**E**: -38212.5262 eV
**Energy above the lowest of the compared OMol25 structures with the same formula, charge and spin**: 0.00 kJ/mol
**HOMO-LUMO gap**: 10.20 eV

Density functional theory data (ωB97M-V with the def2-TZVPD basis set) for C12H20MnN2O2 as an isolated structure.

CARTESIAN COORDINATES (ANGSTROEM)
C 0.723 -0.792 -1.260
C -1.902 0.251 -1.029
C 0.434 -2.245 -1.414
H 1.779 -0.540 -1.065
C -2.007 -0.827 -0.005
H -2.566 1.110 -0.866
H 0.729 -2.479 -2.465
H -2.648 -0.570 0.855
C -0.984 -2.841 -1.337
H -0.865 -3.917 -1.134
H -1.435 -2.779 -2.340
C 0.151 -0.066 -2.534
H 0.406 -0.669 -3.419
H 0.621 0.918 -2.692
C -1.401 0.072 -2.453
H -1.889 -0.765 -2.974
H -1.683 0.979 -3.008
C -2.015 -2.316 -0.306
H -3.017 -2.622 -0.653
H -1.901 -2.882 0.634
Mn -0.404 0.133 0.059
H 1.210 -2.831 -0.911
C 1.767 1.220 3.489
C 1.040 1.182 2.204
N 0.476 0.024 1.810
O 0.762 -0.997 2.727
C 0.964 2.244 1.274
C 1.585 3.581 1.409
N 0.305 1.940 0.102
O 0.230 2.773 -0.855
H 1.532 0.348 4.092
H 1.512 2.131 4.043
H 2.851 1.245 3.316
H 0.376 -1.816 2.364
H 2.488 3.676 0.792
H 0.894 4.371 1.106
H 1.881 3.759 2.446

**E_LUMO (alpha / beta)**: 0.0162 / -0.0663 Eh
**Multiplicity**: 6
**E**: -51156.3172 eV
**<S²>**: 8.915
**Energy above the lowest of the compared OMol25 structures with the same formula, charge and spin**: 96.78 kJ/mol
**HOMO-LUMO gap (alpha / beta)**: 6.96 / 5.85 eV

Density functional theory data (ωB97M-V with the def2-TZVPD basis set) for an isolated ion of composition C12H20N2O3P and charge +1.

CARTESIAN COORDINATES (ANGSTROEM)
C -0.043 3.190 -0.475
C 0.500 2.108 -1.412
C -0.577 1.075 -1.863
C -0.058 -0.322 -1.795
C 0.253 -1.025 -2.943
C 0.756 -2.308 -2.846
P 1.324 -3.301 -4.284
O 2.791 -3.368 -4.354
N 0.907 -2.815 -1.625
N 0.637 -2.202 -0.496
C 0.164 -0.974 -0.554
C -0.106 -0.335 0.771
C -1.206 -1.046 1.562
C -1.312 -0.517 2.977
O -1.493 0.899 2.930
C -0.920 1.674 3.909
C 0.529 1.409 4.243
O -1.542 2.575 4.395
H -0.848 2.815 0.161
H 0.741 3.561 0.181
H -0.445 4.030 -1.038
H 0.905 2.577 -2.307
H 1.330 1.585 -0.932
H -1.451 1.169 -1.219
H -0.871 1.278 -2.891
H 0.111 -0.573 -3.915
H 0.652 -4.515 -4.061
H 0.662 -2.641 -5.328
H 1.295 -3.745 -1.503
H -0.376 0.710 0.641
H 0.824 -0.371 1.346
H -2.172 -0.908 1.069
H -1.015 -2.119 1.606
H -2.190 -0.945 3.462
H -0.433 -0.786 3.565
H 1.063 2.340 4.057
H 0.618 1.197 5.307
H 0.997 0.621 3.660

**Net charge**: +1
**E_LUMO**: -0.1892 Eh
**Multiplicity**: 1
**E**: -31172.7017 eV
**Energy above the lowest of the compared OMol25 structures with the same formula, charge and spin**: 0.00 kJ/mol
**SMILES string**: CCCc1cc([PH2]=O)[nH+]nc1CCCOC(C)=O
**HOMO-LUMO gap**: 7.60 eV

Density functional theory data (ωB97M-V with the def2-TZVPD basis set) for one molecule with the formula C12H20N2O7.

CARTESIAN COORDINATES (ANGSTROEM)
C -2.046 -1.470 3.554
N -1.367 -0.883 2.402
C -1.600 -1.374 1.044
C -1.285 -0.276 0.001
O 0.034 0.238 0.061
C 0.466 0.601 -1.289
C 0.809 2.099 -1.261
C 1.704 2.525 -0.073
N 0.835 2.669 1.099
C 2.532 3.798 -0.345
O 3.572 3.951 0.254
O 2.110 4.628 -1.312
C 1.737 -0.158 -1.759
O 2.322 0.145 -2.793
O 2.173 -1.180 -0.963
C -0.772 0.195 -2.202
C -1.478 -0.841 -1.363
O -0.763 -2.106 -1.619
C -1.045 -3.131 -0.657
C -0.798 -2.671 0.801
O 0.608 -2.506 1.005
H -3.119 -1.294 3.435
H -1.886 -2.551 3.615
H -1.747 -0.993 4.485
H -0.358 -0.833 2.554
H -2.682 -1.571 0.954
H -2.038 0.531 0.152
H -0.123 2.696 -1.204
H 1.319 2.390 -2.192
H 2.414 1.735 0.099
H 1.395 3.018 1.870
H 0.408 1.783 1.326
H 2.767 5.340 -1.297
H 2.928 -1.595 -1.409
H -1.401 1.061 -2.392
H -0.474 -0.250 -3.195
H -2.548 -0.921 -1.618
H -2.048 -3.548 -0.815
H -0.379 -3.983 -0.817
H -1.154 -3.470 1.440
H 0.976 -1.800 0.427

**E_LUMO**: 0.0236 Eh
**Multiplicity**: 1
**E**: -30081.1920 eV
**Energy above the lowest of the compared OMol25 structures with the same formula, charge and spin**: 71.57 kJ/mol
**SMILES string**: CN[C@H]1[C@H]2O[C@@](C[C@H](N)C(=O)O)(C(=O)O)C[C@H]2OC[C@H]1O
**HOMO-LUMO gap**: 9.28 eV

Density functional theory data (ωB97M-V with the def2-TZVPD basis set) for C12H20N3OV as an isolated structure.

CARTESIAN COORDINATES (ANGSTROEM)
C -1.303 -0.385 -4.462
V -0.104 0.505 -3.342
N 0.014 2.034 -1.905
H -1.491 1.270 -3.869
H -0.817 2.074 -1.308
H 0.526 1.461 -4.470
H -1.838 0.115 -5.272
H -1.919 -0.556 -3.708
H -0.815 -1.230 -4.808
H 0.827 1.849 -1.321
H 0.099 2.935 -2.376
C -0.659 -0.682 3.192
N -0.928 -0.672 1.772
N 0.077 -0.871 0.870
C -0.489 -0.956 -0.392
O 0.225 -0.776 -1.446
C -1.901 -1.057 -0.192
C -2.119 -0.850 1.153
C -3.392 -0.783 1.891
C 1.400 -0.355 1.103
C 2.452 -1.058 0.508
C 3.752 -0.594 0.686
C 3.978 0.561 1.448
C 2.903 1.279 1.995
C 1.596 0.839 1.788
H -0.001 -1.513 3.481
H -1.612 -0.795 3.715
H -0.202 0.259 3.515
H -2.627 -1.155 -0.981
H -3.533 -1.635 2.574
H -3.484 0.141 2.480
H -4.222 -0.800 1.175
H 2.222 -1.952 -0.073
H 4.571 -1.144 0.228
H 4.999 0.903 1.610
H 3.079 2.180 2.583
H 0.736 1.413 2.155

**Net charge**: +1
**E_LUMO (alpha / beta)**: -0.1152 / -0.1040 Eh
**Multiplicity**: 2
**E**: -44964.0497 eV
**<S²>**: 0.773
**HOMO-LUMO gap (alpha / beta)**: 8.87 / 9.18 eV

Density functional theory data (ωB97M-V with the def2-TZVPD basis set) for one molecule with the formula C12H20N4O3.

CARTESIAN COORDINATES (ANGSTROEM)
C -3.658 1.808 0.774
C -2.549 2.163 -0.205
C -1.469 2.824 0.605
C -2.010 0.974 -0.990
C -1.702 -0.296 -0.185
N -0.565 -0.992 -0.832
C 0.546 -1.566 -0.224
O 1.293 -2.298 -0.815
C 0.962 -1.084 1.245
N 2.005 -1.933 1.769
C 1.447 0.336 1.348
C 2.568 0.628 0.353
C 2.402 1.306 -0.799
N 3.693 1.392 -1.346
C 4.458 0.675 -0.532
N 3.846 0.119 0.505
C -2.834 -1.234 -0.202
O -3.702 -1.127 0.608
O -2.880 -2.135 -1.217
H -4.155 2.693 1.173
H -4.440 1.160 0.402
H -3.166 1.361 1.682
H -3.010 2.806 -0.949
H -1.881 3.750 1.082
H -1.077 2.184 1.327
H -0.635 3.210 -0.016
H -2.628 0.703 -1.850
H -1.025 1.158 -1.431
H -1.346 -0.085 0.822
H -0.733 -1.261 -1.778
H 0.030 -1.235 1.932
H 2.910 -1.754 1.308
H 1.748 -2.898 1.475
H 1.860 0.417 2.408
H 0.740 1.152 1.186
H 1.599 2.021 -1.104
H 3.859 1.928 -2.218
H 5.502 0.556 -0.732
H -3.670 -2.691 -1.125

**E_LUMO**: 0.0208 Eh
**Multiplicity**: 1
**E**: -24871.5694 eV
**Energy above the lowest of the compared OMol25 structures with the same formula, charge and spin**: 166.50 kJ/mol
**SMILES string**: CC(C)C[C@H](NC(=O)[C@@H](N)Cc1c[nH]cn1)C(=O)O
**HOMO-LUMO gap**: 9.51 eV

Density functional theory data (ωB97M-V with the def2-TZVPD basis set) for one molecule with the formula C12H20N4O4.

CARTESIAN COORDINATES (ANGSTROEM)
C -0.961 3.659 0.778
N -0.852 2.274 0.279
C -1.133 2.197 -0.998
C -1.284 0.981 -1.808
O -1.955 1.114 -2.844
N -0.821 -0.284 -1.448
C -1.423 -1.406 -2.232
C 0.217 -0.534 -0.377
C 0.974 -1.856 -0.565
O 1.348 -2.590 0.339
C 1.463 0.416 -0.427
O 1.773 0.897 -1.513
C 2.500 0.521 0.727
N 3.918 0.695 0.197
C 4.935 1.281 1.077
C -0.471 -0.573 1.007
O 0.036 -0.121 2.031
C -1.908 -1.153 1.228
N -2.016 -2.562 0.793
C -3.347 -3.034 0.352
H -0.752 3.619 1.889
H -0.224 4.327 0.307
H -1.995 4.065 0.599
H -1.393 3.131 -1.472
H -0.976 -2.380 -2.009
H -2.472 -1.486 -1.977
H -1.244 -1.269 -3.318
H 1.264 -2.097 -1.579
H 2.236 1.359 1.387
H 2.498 -0.398 1.321
H 3.869 1.171 -0.678
H 4.674 2.303 1.303
H 5.858 1.294 0.549
H 5.074 0.734 2.027
H -2.207 -1.047 2.288
H -2.567 -0.510 0.657
H -1.591 -3.191 1.471
H -3.855 -2.313 -0.290
H -3.213 -3.954 -0.263
H -3.978 -3.280 1.193

**E_LUMO**: -0.0110 Eh
**Multiplicity**: 1
**E**: -26915.6483 eV
**Energy above the lowest of the compared OMol25 structures with the same formula, charge and spin**: 527.18 kJ/mol
**SMILES string**: C/N=C/C(=O)N(C)C(C=O)(C(=O)CNC)C(=O)CNC
**HOMO-LUMO gap**: 8.41 eV